1.
A molecular structure, C62H44CdN9, computed with ωB97M-V/def2-TZVPD.

Atoms and positions in Å:
Cd: -0.2428 0.3551 -0.0583
C: -2.3429 6.4227 4.3068
C: -2.3419 5.2716 5.0834
C: -1.9238 4.0625 4.5417
C: -1.5021 3.9789 3.2153
C: -1.5059 5.1437 2.4449
C: -1.9215 6.3538 2.9843
C: -1.0420 2.6980 2.6016
C: -1.9671 1.6486 2.4886
C: -3.3486 1.7007 2.9554
C: -3.9276 0.5432 2.5724
C: -2.9034 -0.2198 1.8713
N: -1.7392 0.4722 1.8560
C: -3.1302 -1.4498 1.2406
C: -2.1565 -2.2407 0.6030
C: -2.3924 -3.5989 0.1382
C: -1.2077 -4.0572 -0.3318
C: -0.2504 -2.9779 -0.1632
C: 1.1002 -3.0538 -0.5155
C: 1.5675 -4.3048 -1.1942
C: 1.8315 -5.4717 -0.4834
C: 2.2661 -6.6191 -1.1377
C: 2.4417 -6.6121 -2.5151
C: 2.1790 -5.4519 -3.2343
C: 1.7453 -4.3066 -2.5782
C: 2.0625 -2.0572 -0.2732
N: 1.8165 -0.8049 0.1986
C: 3.0220 -0.2133 0.4014
C: 3.2291 1.0510 0.9757
C: 4.6517 1.5140 1.0894
C: 5.4014 1.2163 2.2260
C: 6.7208 1.6372 2.3392
C: 7.3116 2.3630 1.3121
C: 6.5750 2.6614 0.1735
C: 5.2552 2.2380 0.0639
C: 2.2405 1.8810 1.5182
C: 2.5113 3.1301 2.2076
C: 1.3147 3.6110 2.6171
C: 0.3100 2.6436 2.1984
N: 0.9027 1.6339 1.5217
C: 4.0867 -1.1101 -0.0090
C: 3.4901 -2.2517 -0.4344
N: -0.8598 -1.9015 0.3978
C: -4.5399 -1.9543 1.1980
C: -5.1619 -2.5412 2.2953
C: -6.4745 -2.9925 2.2106
C: -7.1830 -2.8606 1.0244
C: -6.5726 -2.2720 -0.0775
C: -5.2621 -1.8223 0.0095
H: -2.6677 7.3663 4.7286
H: -2.6617 5.3155 6.1183
H: -1.9075 3.1686 5.1557
H: -1.1893 5.0838 1.4096
H: -1.9213 7.2450 2.3674
H: -3.8107 2.5202 3.4842
H: -4.9479 0.2294 2.7385
H: -3.3324 -4.1272 0.2022
H: -0.9878 -5.0331 -0.7405
H: 1.6922 -5.4750 0.5923
H: 2.4694 -7.5200 -0.5703
H: 2.7825 -7.5056 -3.0255
H: 2.3112 -5.4375 -4.3102
H: 1.5423 -3.3965 -3.1334
H: 4.9344 0.6507 3.0251
H: 7.2894 1.3980 3.2303
H: 8.3407 2.6916 1.3982
H: 7.0295 3.2244 -0.6333
H: 4.6836 2.4617 -0.8302
H: 3.4895 3.5593 2.3700
H: 1.1267 4.5043 3.1936
H: 5.1450 -0.8996 0.0582
H: 3.9624 -3.1578 -0.7873
H: -4.6079 -2.6477 3.2214
H: -6.9442 -3.4503 3.0735
H: -8.2062 -3.2120 0.9589
H: -7.1206 -2.1545 -1.0049
H: -4.7855 -1.3385 -0.8372
N: 2.3071 -0.7432 -3.1105
C: 1.5845 -0.0456 -4.0131
C: 2.1778 0.4981 -5.1351
C: 1.6312 1.4058 -6.0510
C: 0.4659 2.2070 -5.9042
C: -0.4053 2.3013 -4.8591
C: -0.3472 1.5826 -3.5212
C: -1.7317 1.6337 -2.7992
C: -2.8852 1.8254 -3.5682
C: -4.1347 1.9622 -2.9727
C: -4.2149 1.9420 -1.5902
C: -3.0648 1.7002 -0.8390
C: -1.7960 1.4821 -1.3980
H: 3.2890 -0.5448 -3.0254
H: 1.8351 -0.9869 -2.2480
H: 3.2034 0.1818 -5.3130
H: 2.2146 1.5868 -6.9462
H: 0.2481 2.8615 -6.7443
H: -1.1745 3.0595 -4.9343
H: -2.8279 1.8572 -4.6509
H: -5.0199 2.0900 -3.5857
H: -5.1688 2.0891 -1.0908
H: -3.1851 1.6654 0.2349
N: -0.6949 -0.5567 -4.8430
C: -1.5980 -1.4031 -4.2614
C: -1.2731 -1.5194 -2.9143
N: -0.2614 -0.7494 -2.5802
C: 0.0899 0.0410 -3.7401
C: 0.6700 2.2992 -2.6526
N: 1.2781 1.8540 -1.5776
C: 1.9971 2.9183 -1.0769
C: 1.8349 4.0126 -1.8706
N: 0.9951 3.6006 -2.8771
H: -0.9896 0.0707 -5.5752
H: -2.3686 -1.8970 -4.8342
H: -1.7581 -2.1662 -2.1910
H: 2.5603 2.8337 -0.1602
H: 2.2275 5.0148 -1.8151
H: 0.6598 4.1456 -3.6487

ΔE to the lowest compared entry with this formula, charge and spin: 393.52 kJ/mol
multiplicity: 1
net charge: -1
HOMO level (spin up / spin down): -3.8 / -3.8 eV
Kohn-Sham gap (spin up / spin down): 5.6 / 5.5 eV

Atom charges from the Mulliken analysis, given in e for atoms 1 to 99:
1 Cd 5.045
2 C -0.346
3 C -0.831
4 C -0.015
5 C -0.711
6 C -0.172
7 C -0.850
8 C 1.409
9 C 0.554
10 C -1.138
11 C -1.333
12 C 0.159
13 N -0.131
14 C 1.634
15 C 0.204
16 C -1.414
17 C -1.254
18 C 0.061
19 C 1.339
20 C -0.650
21 C 0.003
22 C -0.771
23 C -0.421
24 C -0.858
25 C 0.249
26 C -0.584
27 N -0.929
28 C 0.410
29 C 0.773
30 C -0.159
31 C 0.159
32 C -0.800
33 C -0.362
34 C -0.814
35 C 0.050
36 C -0.034
37 C -1.447
38 C -1.563
39 C 0.385
40 N -0.136
41 C -1.714
42 C -1.076
43 N -0.426
44 C -1.022
45 C 0.062
46 C -0.761
47 C -0.369
48 C -0.853
49 C 0.186
50 H 0.377
51 H 0.366
52 H 0.487
53 H 0.516
54 H 0.386
55 H 0.499
56 H 0.408
57 H 0.433
58 H 0.464
59 H 0.463
60 H 0.388
61 H 0.353
62 H 0.407
63 H 0.406
64 H 0.497
65 H 0.377
66 H 0.353
67 H 0.392
68 H 0.398
69 H 0.473
70 H 0.468
71 H 0.485
72 H 0.479
73 H 0.435
74 H 0.365
75 H 0.355
76 H 0.396
77 H 0.419
78 N 0.180
79 C -0.782
80 C -0.893
81 C -0.891
82 C -0.911
83 C -2.183
84 C 2.385
85 C 0.543
86 C -0.198
87 C -1.271
88 C -0.848
89 C -0.662
90 C -0.096
91 H 0.465
92 H -0.678
93 H 0.393
94 H 0.307
95 H 0.396
96 H 0.654
97 H 0.476
98 H 0.356
99 H 0.426

2.
A molecular structure, C6H20IN2O14PS, computed with ωB97M-V/def2-TZVPD.

Atoms and positions in Å:
C: 3.8560 -0.3130 -0.9047
C: 3.0240 -1.5668 -1.1449
C: 1.5237 -1.3180 -1.3248
I: 0.7026 -3.1398 -2.1698
C: 0.7914 -0.9201 -0.0584
P: 1.0604 -2.0948 1.4009
O: 2.4600 -2.1529 1.8386
O: 1.2843 0.3487 0.4588
S: 0.6535 1.4747 -0.4937
O: 0.1151 2.5595 0.2332
O: 1.4468 1.7853 -1.6134
O: -0.6387 0.5906 -1.0293
C: -0.7052 -0.5462 -0.1960
O: -1.5824 -1.4811 -0.7432
C: -2.1595 -2.2340 0.1441
N: -2.9214 -2.7673 0.8364
O: -1.1585 -0.0702 1.0516
N: -2.3569 0.7680 0.9293
O: -2.7212 1.0079 1.9858
H: 4.9023 -0.5832 -0.9652
H: 3.6558 0.4285 -1.6670
H: 3.7048 0.0831 0.0880
H: 3.2242 -2.3294 -0.4076
H: 3.3486 -1.9894 -2.0858
H: 1.4159 -0.5872 -2.1114
H: 0.4917 -3.3033 0.9567
H: 0.2311 -1.5951 2.4164
O: -0.1658 0.8291 3.7974
H: -0.7981 0.5839 3.1167
H: 0.2755 1.6061 3.4405
O: -6.3926 -2.1970 1.1530
H: -5.4569 -2.2618 0.9387
H: -6.6032 -3.0511 1.5400
O: 3.7721 -4.4050 -2.7557
H: 4.6792 -4.6325 -2.9844
H: 3.4541 -5.1640 -2.2574
O: -3.7190 0.3516 -2.1792
H: -3.2686 -0.2058 -1.5389
H: -4.5148 0.6507 -1.7283
O: -2.1341 5.1127 0.1230
H: -1.3884 5.6948 0.3116
H: -1.7384 4.2400 0.0464
O: -0.0478 7.2778 1.0307
H: 0.5038 7.3354 1.8156
H: -0.1053 8.1808 0.7059

multiplicity: 1
HOMO level: -10.2 eV
Kohn-Sham gap: 8.7 eV

For each atom in turn, the natural (NBO) charge in e is:
1 C -0.614
2 C -0.451
3 C -0.359
4 I 0.134
5 C -0.056
6 P 1.498
7 O -1.058
8 O -0.676
9 S 2.538
10 O -0.894
11 O -0.870
12 O -0.668
13 C 0.713
14 O -0.472
15 C 0.523
16 N -0.350
17 O -0.497
18 N 0.431
19 O -0.164
20 H 0.221
21 H 0.214
22 H 0.216
23 H 0.239
24 H 0.236
25 H 0.255
26 H -0.061
27 H -0.031
28 O -0.936
29 H 0.463
30 H 0.471
31 O -0.941
32 H 0.472
33 H 0.469
34 O -0.944
35 H 0.472
36 H 0.473
37 O -0.925
38 H 0.454
39 H 0.473
40 O -0.956
41 H 0.487
42 H 0.466
43 O -0.950
44 H 0.476
45 H 0.477

3.
9 unconnected molecules or ions with the total composition C29H64N2O9, computed with ωB97M-V/def2-TZVPD.

Atoms and positions in Å:
C: -4.5845 -2.9789 1.7731
O: -3.9866 -1.8915 1.0869
C: -4.5119 -1.8438 -0.2576
C: -4.0292 -0.6606 -1.0500
C: -4.3618 0.6212 -0.3086
N: -4.5533 -0.7166 -2.4303
H: -4.3509 -2.9310 2.8271
H: -4.3711 -3.9005 1.2448
H: -5.6773 -2.9465 1.7091
H: -4.3845 -2.7691 -0.7905
H: -5.6061 -1.7725 -0.2242
H: -2.9512 -0.7292 -1.1691
H: -3.9031 1.4707 -0.8156
H: -3.9497 0.5711 0.6949
H: -5.4424 0.7793 -0.2217
H: -5.5427 -0.5054 -2.3673
H: -4.1554 0.0807 -2.9597
C: -1.3897 -4.3287 0.4295
O: -1.6144 -4.4029 -0.9321
C: -1.1658 -3.1789 -1.5803
C: -1.4644 -3.2363 -3.0783
C: -0.8731 -1.9388 -3.7239
N: -2.8827 -3.4096 -3.3378
H: -0.3585 -4.4539 0.7373
H: -1.9343 -5.1629 0.8782
H: -1.8340 -3.4751 0.9356
H: -1.7973 -2.4336 -1.1116
H: -0.1005 -3.1348 -1.3679
H: -0.9076 -4.0702 -3.5182
H: -1.4747 -1.0445 -3.5598
H: -0.8645 -1.9710 -4.8141
H: 0.0953 -1.7546 -3.2879
H: -3.2255 -4.2582 -2.8645
H: -3.3739 -2.6178 -2.9492
C: 3.6563 -1.3869 3.0685
C: 4.6137 -0.2414 2.9075
C: 4.2374 0.7404 1.8078
O: 5.5163 -0.0283 3.6619
H: 3.3263 -1.8581 2.1500
H: 2.7508 -0.8874 3.4911
H: 4.0834 -2.1600 3.6958
H: 4.9063 1.5793 1.8311
H: 3.2088 1.0576 2.0029
H: 4.2471 0.2201 0.8497
C: 2.8152 3.2242 -2.0701
C: 2.4713 3.7167 -0.6896
C: 1.9664 5.1344 -0.6137
O: 2.6627 3.0494 0.2854
H: 3.2841 2.2442 -2.0834
H: 3.4001 4.0012 -2.5857
H: 1.8686 3.1312 -2.6273
H: 1.2123 5.2502 0.1520
H: 1.5167 5.5117 -1.5160
H: 2.8209 5.8005 -0.5157
C: 3.5815 -0.4068 -3.6486
C: 2.7660 0.0626 -4.7887
C: 3.4042 0.2088 -6.1307
O: 1.6029 0.3135 -4.5931
H: 4.0339 -1.3705 -3.8087
H: 2.8909 -0.6045 -2.8100
H: 4.2936 0.3468 -3.3553
H: 3.4594 -0.7642 -6.6132
H: 4.4544 0.4792 -6.0751
H: 2.8637 0.9391 -6.7322
C: 0.5983 0.2297 1.1428
C: 0.8555 -0.2770 -0.2674
C: 0.1910 0.5520 -1.3378
O: 1.5971 -1.2012 -0.4298
H: 1.1958 1.1255 1.3248
H: 1.0050 -0.4695 1.8665
H: -0.4385 0.5545 1.3345
H: 0.4641 1.5943 -1.2116
H: -0.8923 0.5204 -1.2574
H: 0.5619 0.2294 -2.3042
C: -1.6228 3.3323 0.1467
C: -1.5471 3.9515 -1.2294
C: -1.7851 5.4298 -1.3201
O: -1.1891 3.2849 -2.1677
H: -2.5450 3.5826 0.6823
H: -0.7612 3.7313 0.6960
H: -1.4912 2.2643 0.0459
H: -2.8413 5.6855 -1.1499
H: -1.5351 5.8871 -2.2620
H: -1.1688 5.9108 -0.5648
C: 0.6252 -3.0862 3.3149
C: -0.0847 -4.0994 4.1769
C: -1.6121 -3.9244 4.2235
O: 0.5181 -4.9096 4.8334
H: 0.7005 -2.1421 3.8740
H: 0.1132 -2.9436 2.3729
H: 1.6374 -3.4136 3.1836
H: -1.8730 -2.8611 4.1272
H: -2.1142 -4.3357 5.1050
H: -2.0901 -4.4085 3.3612
C: 0.9813 3.3483 3.4006
C: 1.6854 2.2176 4.1458
C: 2.9468 2.5564 4.8815
O: 1.2681 1.0946 4.1292
H: 1.4259 3.3642 2.4036
H: 1.1551 4.3060 3.9168
H: -0.1027 3.2062 3.3194
H: 2.6812 3.0107 5.8372
H: 3.6168 3.1577 4.2728
H: 3.4824 1.6356 5.1400

ΔE to the lowest compared entry with this formula, charge and spin: 0.00 kJ/mol
multiplicity: 1
HOMO level: -8.7 eV
Kohn-Sham gap: 9.0 eV

Atom charges from the Mulliken analysis, given in e for atoms 1 to 99:
1 C -0.872
2 O -0.308
3 C -1.005
4 C 2.421
5 C -1.825
6 N -0.662
7 H 0.210
8 H 0.368
9 H 0.362
10 H 0.397
11 H 0.640
12 H -1.347
13 H 0.387
14 H 0.391
15 H 0.401
16 H 0.278
17 H 0.274
18 C -0.851
19 O -0.476
20 C 0.494
21 C -0.029
22 C -0.929
23 N -0.700
24 H 0.445
25 H 0.397
26 H 0.201
27 H -0.734
28 H 0.609
29 H 0.370
30 H 0.102
31 H 0.431
32 H 0.099
33 H 0.401
34 H 0.166
35 C -0.523
36 C 0.225
37 C -0.137
38 O -0.586
39 H 0.326
40 H -0.054
41 H 0.459
42 H 0.396
43 H -0.471
44 H 0.379
45 C -1.050
46 C 0.912
47 C -1.479
48 O -0.386
49 H 0.062
50 H 0.507
51 H 0.296
52 H 0.279
53 H 0.390
54 H 0.455
55 C -0.800
56 C 0.905
57 C -1.372
58 O -0.507
59 H 0.472
60 H -0.054
61 H 0.330
62 H 0.321
63 H 0.388
64 H 0.342
65 C 0.315
66 C 1.083
67 C 1.325
68 O -0.689
69 H -0.681
70 H -0.220
71 H 0.320
72 H -0.577
73 H -0.586
74 H -0.447
75 C 0.304
76 C 0.774
77 C -1.486
78 O -0.505
79 H 0.541
80 H -0.097
81 H -0.602
82 H 0.386
83 H 0.361
84 H 0.317
85 C -0.353
86 C 0.443
87 C -0.839
88 O -0.579
89 H 0.309
90 H -0.078
91 H 0.286
92 H 0.279
93 H 0.412
94 H 0.090
95 C -0.503
96 C 0.800
97 C -1.349
98 O -0.507
99 H -0.238

multiplicity of number 1 (C62H44CdN9)?
1